No. 1
This record from OMol25 describes an isolated molecule of C5H10O. The level of theory is wB97M-V/def2-TZVPD.

Last column: Mulliken charge in e.
Positions of all 16 atoms, in Å:
C -1.81351 -0.46391 0.41212  -1.54
C -1.09229 0.42132 -0.58116  0.25
C -0.04421 1.38087 -0.06217  -0.51
C 0.35845 0.21773 -0.89209  -0.11
C 2.50019 -0.33409 0.37328  -0.71
O 1.06838 -0.87930 -0.32127  -0.32
H -2.10233 -1.42859 -0.02184  0.31
H -1.20497 -0.65023 1.30705  0.39
H -2.72615 0.02934 0.76125  0.37
H -1.69954 0.74135 -1.42529  0.37
H 0.06829 2.37304 -0.48995  0.26
H 0.17862 1.32247 0.99981  0.17
H 0.73690 0.39384 -1.89185  0.31
H 3.08560 -1.24417 0.15510  0.19
H 2.19109 -0.45786 1.43269  0.15
H 0.49548 -1.42179 0.24431  0.44

Values from the calculation:
ΔE to the lowest compared entry with this formula, charge and spin, kcal/mol: 121.93
Multiplicity: 1
Electronic energy, eV: -7389.478
Gap between HOMO and LUMO, eV: 8.01
E_HOMO, hartree: -0.27139
Maximum force, eV Å⁻¹: 0.461

---

No. 2
This record from OMol25 describes an isolated molecule of C5H10O. The level of theory is wB97M-V/def2-TZVPD.

Last column: Mulliken charge in e.
Positions of all 16 atoms, in Å:
C -1.38020 2.14322 -0.21352  -1.20
C -0.37554 1.18124 0.39027  -0.16
O 0.06697 0.31964 -0.64034  -0.33
C 1.00732 -0.61847 -0.22803  0.00
C 0.58481 -1.73172 0.68754  -0.53
C 0.83335 -1.99268 -0.77713  -0.61
H -1.85183 2.74916 0.56692  0.37
H -2.16205 1.58346 -0.73638  0.30
H -0.89706 2.80953 -0.93498  0.29
H 0.47325 1.72791 0.83301  0.28
H -0.83991 0.59238 1.19675  0.27
H 2.02017 -0.22651 -0.10785  0.37
H 1.30486 -2.10333 1.41155  0.23
H -0.44699 -1.73561 1.02827  0.26
H 1.70786 -2.56249 -1.07629  0.24
H -0.04500 -2.13573 -1.39979  0.23

Values from the calculation:
ΔE to the lowest compared entry with this formula, charge and spin, kcal/mol: 33.04
Multiplicity: 1
Electronic energy, eV: -7393.333
Gap between HOMO and LUMO, eV: 10.92
E_HOMO, hartree: -0.35622
Maximum force, eV Å⁻¹: 0.286

---

What did the second record say?
This record from OMol25 describes an isolated molecule of C5H10O. The level of theory is wB97M-V/def2-TZVPD.

Last column: Mulliken charge in e.
Positions of all 16 atoms, in Å:
C -1.38020 2.14322 -0.21352  -1.20
C -0.37554 1.18124 0.39027  -0.16
O 0.06697 0.31964 -0.64034  -0.33
C 1.00732 -0.61847 -0.22803  0.00
C 0.58481 -1.73172 0.68754  -0.53
C 0.83335 -1.99268 -0.77713  -0.61
H -1.85183 2.74916 0.56692  0.37
H -2.16205 1.58346 -0.73638  0.30
H -0.89706 2.80953 -0.93498  0.29
H 0.47325 1.72791 0.83301  0.28
H -0.83991 0.59238 1.19675  0.27
H 2.02017 -0.22651 -0.10785  0.37
H 1.30486 -2.10333 1.41155  0.23
H -0.44699 -1.73561 1.02827  0.26
H 1.70786 -2.56249 -1.07629  0.24
H -0.04500 -2.13573 -1.39979  0.23

Values from the calculation:
ΔE to the lowest compared entry with this formula, charge and spin, kcal/mol: 33.04
Multiplicity: 1
Electronic energy, eV: -7393.333
Gap between HOMO and LUMO, eV: 10.92
E_HOMO, hartree: -0.35622
Maximum force, eV Å⁻¹: 0.286

---

Q: Number 1 is which compound?
A: C5H10O